DFT (ωB97M-V with the def2-TZVPD basis set) results for 2 unconnected molecules or ions with the total composition C2H9N2O.

The geometry in ORCA input format:
```
! wB97M-V def2-TZVPD RIJCOSX def2/J DEFGRID3
* xyz 0 2
C -0.092 0.277 0.729
C 1.069 -0.134 1.243
N 1.530 0.108 2.532
N -0.799 -0.306 -0.395
H -0.646 1.068 1.209
H 1.569 -0.948 0.733
H 0.896 0.604 3.140
H 1.846 -0.729 3.001
H -1.720 -0.711 -0.034
H -0.294 -1.102 -0.850
H -1.042 0.292 -1.203
H -0.702 -0.081 -3.886
H -1.031 1.257 -3.162
O -0.583 0.405 -3.057
*
```

**E_LUMO (spin up / spin down)**: 1.0 / 0.7 eV

Mulliken population analysis, charges in e, atoms 1 to 4: -0.85 -0.36 -0.52 -1.30